[1]
{
  "formula": "C3H6N",
  "method": "the ωB97M-V functional and the def2-TZVPD basis",
  "species": ["C", "C", "N", "C", "H", "H", "H", "H", "H", "H"],
  "positions_angstrom": [[2.2966, 0.1102, -0.1323], [1.0853, -0.3223, -0.0835], [-0.2549, -0.7113, -0.0317], [-1.1517, 0.4773, 0.0348], [3.2587, 0.5361, 0.1015], [-0.1630, -1.2740, 0.9247], [-0.6768, -1.2858, -0.6793], [-1.1142, 0.9538, -0.9180], [-2.2431, 0.3104, -0.0167], [-1.0369, 1.2056, 0.8006]],
  "gap_ev": 11.609,
  "relative_energy_kcal_mol": 67.1,
  "total_charge": 1,
  "smiles": "C#C[NH2+]C"
}

***

[2]
{
  "formula": "C4H7NO",
  "method": "the ωB97M-V functional and the def2-TZVPD basis",
  "species": ["C", "C", "C", "O", "H", "H", "H", "H", "H", "H", "C", "N", "H"],
  "positions_angstrom": [[1.7637, 0.7485, 0.1376], [0.4095, 0.2805, -0.3113], [0.1533, -1.2027, -0.1911], [-0.3918, 1.0818, -0.7605], [1.9084, 1.7554, -0.2518], [1.8905, 0.7381, 1.2310], [2.5027, 0.0555, -0.2758], [0.7891, -1.7634, -0.9002], [-0.8942, -1.4546, -0.3453], [0.4626, -1.5464, 0.7990], [-2.9111, 0.4933, 0.3124], [-3.2159, -0.5595, 0.6660], [-2.4668, 1.3736, -0.1099]],
  "gap_ev": 10.925,
  "relative_energy_kcal_mol": 32.3,
  "smiles": "CC(C)=O.C#N"
}

***

[3]
{
  "formula": "C58H61MnN5O5SSe",
  "method": "the ωB97M-V functional and the def2-TZVPD basis",
  "species": ["Mn", "C", "C", "C", "C", "C", "C", "C", "Se", "C", "C", "C", "C", "C", "C", "O", "C", "C", "C", "C", "C", "C", "C", "C", "C", "O", "C", "C", "C", "C", "C", "C", "H", "H", "H", "H", "H", "H", "H", "H", "H", "H", "H", "H", "H", "H", "H", "H", "H", "H", "H", "H", "H", "H", "H", "H", "H", "H", "H", "H", "H", "H", "H", "H", "H", "H", "H", "H", "H", "H", "H", "H", "O", "N", "O", "C", "C", "C", "C", "C", "C", "N", "C", "C", "N", "C", "C", "C", "C", "H", "H", "H", "H", "H", "H", "H", "N", "C", "C", "C", "C", "C", "N", "C", "H", "H", "H", "H", "O", "S", "C", "C", "C", "C", "C", "C", "C", "C", "C", "C", "C", "C", "H", "H", "H", "H", "H", "H", "H", "H", "H", "H"],
  "positions_angstrom": [[-0.1399, -0.1531, 0.3601], [2.1367, -2.7908, -6.4679], [0.6823, -3.1450, -6.1232], [0.4799, -4.6412, -6.3751], [-0.2698, -2.3735, -7.0500], [0.4005, -2.7575, -4.6746], [0.5331, -1.4369, -4.2735], [0.2788, -1.0583, -2.9687], [0.5475, 0.8039, -2.5240], [2.4119, 0.6334, -2.0839], [3.4058, 0.8886, -3.0136], [4.7308, 0.6694, -2.6820], [5.0008, 0.2003, -1.3931], [4.0376, -0.0555, -0.4328], [2.6781, 0.1625, -0.7868], [1.6929, -0.0578, 0.0610], [4.4080, -0.5887, 0.9524], [3.9190, 0.3770, 2.0457], [3.7827, -1.9824, 1.1343], [5.9227, -0.7282, 1.1211], [5.8881, 0.9193, -3.6477], [5.3978, 1.3995, -5.0140], [6.8062, 2.0037, -3.0588], [6.6851, -0.3769, -3.8550], [-0.1231, -1.9771, -1.9784], [-0.4146, -1.5830, -0.7434], [-0.2422, -3.3351, -2.3769], [0.0100, -3.6706, -3.7010], [-0.6956, -4.4087, -1.3809], [-2.1410, -4.0870, -0.9664], [-0.6889, -5.8103, -1.9972], [0.2532, -4.4626, -0.1697], [2.3619, -3.0788, -7.4975], [2.3219, -1.7208, -6.3654], [2.8228, -3.3193, -5.8037], [0.6853, -4.8629, -7.4237], [1.1571, -5.2437, -5.7668], [-0.5484, -4.9428, -6.1653], [-0.0952, -2.6587, -8.0900], [-1.3077, -2.6028, -6.7994], [-0.1281, -1.2956, -6.9634], [0.8439, -0.6708, -4.9732], [3.1212, 1.2475, -3.9939], [6.0350, 0.0256, -1.1310], [2.8408, 0.4954, 2.0197], [4.2008, -0.0034, 3.0316], [4.3789, 1.3589, 1.9129], [2.7016, -1.9368, 1.0257], [4.1752, -2.6722, 0.3837], [4.0214, -2.3746, 2.1271], [6.4220, 0.2342, 0.9920], [6.1360, -1.0822, 2.1312], [6.3450, -1.4486, 0.4174], [4.8479, 2.3389, -4.9294], [6.2550, 1.5696, -5.6677], [4.7547, 0.6551, -5.4885], [6.2393, 2.9197, -2.8827], [7.2379, 1.6880, -2.1089], [7.6261, 2.2288, -3.7456], [6.0415, -1.1587, -4.2634], [7.5072, -0.2068, -4.5546], [7.1111, -0.7440, -2.9211], [-0.1002, -4.7056, -3.9863], [-2.7885, -4.1114, -1.8458], [-2.5137, -4.8186, -0.2432], [-2.2100, -3.0945, -0.5267], [-1.4152, -5.9020, -2.8068], [0.3021, -6.0676, -2.3751], [-0.9536, -6.5386, -1.2281], [0.3513, -3.4939, 0.3091], [-0.1153, -5.1885, 0.5616], [1.2468, -4.7783, -0.4938], [0.2738, 0.8664, 7.6533], [-0.1868, 1.7765, 6.9460], [-0.6563, 2.8107, 7.4371], [-0.1749, 1.6556, 5.5373], [-0.6361, 2.7566, 4.8047], [-0.6401, 2.7714, 3.4145], [-1.0370, 3.9020, 2.6394], [-0.8817, 3.8719, 1.2772], [-0.3989, 2.7172, 0.6648], [-0.1459, 1.5928, 1.3617], [-0.2248, 1.6170, 2.7016], [0.1880, 0.4424, 3.4371], [0.5200, -0.6326, 2.7011], [0.9830, -1.7094, 3.3098], [1.1401, -1.7737, 4.6879], [0.7833, -0.6947, 5.4640], [0.2701, 0.4702, 4.8532], [-0.9704, 3.6259, 5.3486], [-1.4222, 4.7778, 3.1452], [-1.1318, 4.7271, 0.6630], [-0.2139, 2.6850, -0.3983], [1.2553, -2.5493, 2.6797], [1.5371, -2.6694, 5.1463], [0.8965, -0.7191, 6.5329], [-6.5075, 0.4403, 2.2247], [-5.5410, -0.1816, 2.2321], [-4.3442, -0.9545, 2.1779], [-4.3526, -2.3418, 2.3308], [-3.1495, -3.0113, 2.2382], [-2.0022, -2.2996, 1.9271], [-1.9926, -0.9767, 1.7465], [-3.1294, -0.3214, 1.9281], [-5.2799, -2.8595, 2.5347], [-3.0929, -4.0804, 2.3853], [-1.0519, -2.8041, 1.8220], [-3.0811, 0.7570, 1.9105], [-1.9519, 0.8122, -0.8174], [-3.3530, 1.3401, -0.7951], [-3.3127, 2.8885, -1.7108], [-4.3152, 3.8093, -1.4455], [-4.2975, 5.0301, -2.1024], [-3.2767, 5.3216, -2.9975], [-2.2705, 4.3950, -3.2378], [-2.2817, 3.1699, -2.5883], [-4.2258, 0.3349, -2.0025], [-3.4995, -0.4114, -2.9145], [-4.1827, -1.2475, -3.7840], [-5.5683, -1.3285, -3.7311], [-6.2808, -0.5750, -2.8073], [-5.6082, 0.2570, -1.9250], [-5.0976, 3.5781, -0.7311], [-5.0759, 5.7551, -1.9050], [-3.2628, 6.2791, -3.5014], [-1.4719, 4.6204, -3.9324], [-1.4933, 2.4443, -2.7511], [-2.4174, -0.3507, -2.9355], [-3.6249, -1.8444, -4.4941], [-6.0914, -1.9899, -4.4095], [-7.3593, -0.6486, -2.7615], [-6.1537, 0.8287, -1.1830]],
  "gap_ev": [3.840, 7.006],
  "s_squared": 8.850,
  "relative_energy_kcal_mol": 25.2,
  "spin_multiplicity": 6
}

***

[4]
{
  "formula": "C32H16AsF6N8Ti",
  "method": "the ωB97M-V functional and the def2-TZVPD basis",
  "species": ["Ti", "C", "C", "C", "C", "C", "N", "C", "C", "C", "C", "C", "C", "C", "C", "N", "C", "N", "C", "N", "C", "N", "C", "N", "C", "N", "C", "C", "C", "C", "C", "C", "C", "C", "C", "C", "C", "C", "C", "C", "N", "H", "H", "H", "H", "H", "H", "H", "H", "H", "H", "H", "H", "H", "H", "H", "H", "F", "As", "F", "F", "F", "F", "F"],
  "positions_angstrom": [[0.0083, -0.0264, 0.0005], [-2.5308, -5.9384, 1.5169], [-3.5958, -5.1785, 2.0211], [-3.5981, -3.7983, 1.9210], [-2.5106, -3.2036, 1.2973], [-2.1967, -1.8005, 1.0280], [-3.0099, -0.7968, 1.2689], [-2.6406, 0.4688, 1.1538], [-3.5449, 1.6014, 1.1370], [-4.9352, 1.6715, 1.1352], [-5.5020, 2.9280, 1.0931], [-4.7081, 4.0893, 1.0508], [-3.3308, 4.0179, 1.0500], [-2.7603, 2.7490, 1.0956], [-1.3765, 2.3176, 1.0876], [-0.3289, 3.1247, 1.1274], [0.8934, 2.7192, 0.8650], [1.2476, 1.5269, 0.2859], [2.6129, 1.5279, 0.0727], [3.3142, 0.5851, -0.4900], [2.8385, -0.6274, -0.7743], [1.6158, -1.1396, -0.4051], [1.5711, -2.4809, -0.7081], [0.6252, -3.3489, -0.3480], [-0.4884, -3.0093, 0.2365], [-0.9783, -1.7272, 0.4008], [-1.4572, -3.9544, 0.7994], [-1.4455, -5.3380, 0.9010], [2.7962, -2.8270, -1.3777], [3.2605, -4.0404, -1.8992], [4.5136, -4.0510, -2.4600], [5.3109, -2.8842, -2.5026], [4.8639, -1.6940, -1.9846], [3.5833, -1.6753, -1.4193], [3.1591, 2.8007, 0.5528], [4.4544, 3.2968, 0.5843], [4.6390, 4.5557, 1.1309], [3.5611, 5.2971, 1.6355], [2.2725, 4.7936, 1.6052], [2.0939, 3.5340, 1.0514], [-1.3490, 0.9415, 1.1097], [-2.5623, -7.0160, 1.6131], [-4.4274, -5.6824, 2.4966], [-4.4157, -3.2027, 2.3048], [-5.5385, 0.7736, 1.1556], [-6.5797, 3.0268, 1.0826], [-5.1920, 5.0564, 1.0089], [-2.7133, 4.9052, 1.0057], [-0.6206, -5.9182, 0.5089], [2.6456, -4.9297, -1.8652], [4.9036, -4.9691, -2.8805], [6.2931, -2.9355, -2.9547], [5.4690, -0.7980, -2.0156], [5.2814, 2.7197, 0.1920], [5.6336, 4.9806, 1.1711], [3.7434, 6.2779, 2.0554], [1.4334, 5.3582, 1.9896], [-0.7517, 0.4528, -1.6693], [-1.5178, 1.0880, -3.3589], [-0.6856, 2.5361, -3.0063], [-2.8030, 1.6074, -2.3551], [-2.2056, 1.6545, -4.8007], [-2.2314, -0.4581, -3.4442], [-0.1062, 0.4660, -4.0799]],
  "gap_ev": [4.312, 4.428],
  "s_squared": 0.758,
  "spin_multiplicity": 2
}